Model 1:
A cluster of 2 separate species, C4H12N2 in total. Source: OMol25; level of theory: ωB97M-V/def2-TZVPD.

As for the spin multiplicity: 2. The expectation value of S² is 0.75. Its net charge is -1. The value obtained for the highest occupied orbital energy (spin up / spin down) is 1.3 / -5.2 eV. The orbital gap (spin up / spin down) comes out at 2.7 / 9.2 eV.

Last column: Mulliken charge in e.
Atoms and positions in Å:
C: -2.49 2.33 -0.74  -1.39
N: -1.42 1.57 -0.08  -0.15
C: -0.13 2.15 -0.28  -1.99
H: -2.90 3.09 -0.05  0.27
H: -2.06 3.03 -1.57  0.30
H: -3.34 1.80 -0.72  0.71
H: -1.32 0.63 -0.33  0.42
H: 0.74 1.49 -0.01  0.71
H: -0.02 3.05 0.47  0.33
H: 0.15 2.61 -1.23  0.31
C: 2.61 -2.35 0.39  -1.47
C: 0.35 -3.24 0.75  -1.37
N: 1.42 -3.22 0.10  0.06
H: 3.03 -2.77 1.23  0.40
H: 2.34 -1.27 0.54  0.36
H: 3.25 -2.31 -0.56  0.37
H: -0.27 -4.15 0.61  0.40
H: 0.06 -2.46 1.49  0.73



Model 2:
The ion C4H12N2 with charge -1. Source: OMol25; level of theory: ωB97M-V/def2-TZVPD.

As for the spin multiplicity: 2. The expectation value of S² is 0.75. Its net charge is -1. The value obtained for the highest occupied orbital energy (spin up / spin down) is 1.5 / -5.0 eV. The orbital gap (spin up / spin down) comes out at 2.9 / 9.4 eV.

Last column: Mulliken charge in e.
Atoms and positions in Å:
C: 0.24 1.63 -1.64  -1.59
C: -0.16 0.44 -0.72  0.22
C: 0.52 0.11 0.77  -2.19
C: 0.09 -1.16 1.61  -0.79
N: 0.48 -2.45 1.04  -0.96
N: -1.60 0.43 -0.45  -0.65
H: -0.55 1.60 -2.50  0.27
H: 1.20 1.36 -2.24  0.68
H: 0.33 2.79 -1.30  0.54
H: -0.08 -0.55 -1.30  -0.19
H: 1.61 0.28 0.61  0.05
H: 0.29 1.07 1.14  1.00
H: -0.96 -0.92 1.72  0.53
H: 0.56 -0.81 2.63  0.03
H: 0.87 -2.33 0.07  0.49
H: 1.38 -2.55 1.53  0.87
H: -2.20 -0.03 -1.11  0.37
H: -2.03 1.08 0.14  0.31



Unit: kJ/mol. Relative energies: model 1 50.9; model 2 0.0.



Model 1:
The molecule C5H8N2. Source: OMol25; level of theory: ωB97M-V/def2-TZVPD.

The value obtained for the highest occupied orbital energy is -9.2 eV. The orbital gap comes out at 10.2 eV. The SMILES is C1=NN=CCCC1.

Last column: Mulliken charge in e.
Atoms and positions in Å:
C: 1.04 -0.22 0.62  -0.52
C: 0.17 0.94 0.89  -0.48
C: -0.30 1.55 -0.43  -0.07
C: -1.15 -1.16 -0.50  -0.12
C: 0.39 -1.09 -0.47  -0.78
H: 2.01 0.04 0.22  0.30
H: 1.13 -0.74 1.53  0.34
H: 0.68 1.59 1.69  0.34
H: -0.76 0.49 1.35  0.30
H: 0.06 2.65 -0.61  0.32
H: -1.68 -2.15 -0.34  0.36
H: 0.71 -0.68 -1.39  0.39
H: 0.77 -2.07 -0.51  0.41
N: -1.16 0.97 -1.21  -0.37
N: -1.90 -0.13 -0.84  -0.41



Model 2:
The molecule C5H8N2. Source: OMol25; level of theory: ωB97M-V/def2-TZVPD.

The value obtained for the highest occupied orbital energy is -9.7 eV. The orbital gap comes out at 10.5 eV. The SMILES is C/N=C(/C)CC#N.

Last column: Mulliken charge in e.
Atoms and positions in Å:
C: -0.96 1.57 -0.65  -1.16
C: -0.41 0.21 -0.36  0.82
C: 1.08 0.00 -0.68  -0.77
C: 1.93 0.58 0.37  0.36
N: 2.57 1.06 1.21  -0.42
C: -0.68 -1.78 0.92  -0.77
N: -1.17 -0.61 0.23  -0.50
H: -0.46 2.28 0.03  0.30
H: -0.80 1.92 -1.68  0.33
H: -2.02 1.57 -0.41  0.33
H: 1.33 0.49 -1.63  0.30
H: 1.34 -1.06 -0.79  0.34
H: -0.91 -1.60 1.97  0.27
H: 0.40 -1.97 0.84  0.28
H: -1.24 -2.66 0.61  0.28



Unit: kJ/mol. Relative energies: model 1 145.4; model 2 0.0.



Model 1:
A structure of composition C5H8N2. Source: OMol25; level of theory: ωB97M-V/def2-TZVPD.

The value obtained for the highest occupied orbital energy is -7.3 eV. The orbital gap comes out at 8.0 eV.

Last column: Mulliken charge in e.
Atoms and positions in Å:
C: 1.80 0.08 -0.51  -0.96
C: 0.64 -1.49 -0.06  -0.84
C: -0.52 -1.50 -0.85  -0.37
N: -1.39 -0.50 -0.44  -0.01
C: -0.84 0.27 0.52  0.06
N: -1.53 1.39 1.04  -0.61
C: 0.46 -0.29 0.75  0.10
H: 1.66 1.17 -0.44  0.38
H: 2.74 -0.21 -0.04  0.29
H: 1.77 -0.21 -1.56  0.32
H: -0.82 -2.16 -1.66  0.42
H: -2.36 -0.38 -0.74  0.26
H: -1.14 1.68 1.93  0.26
H: -1.52 2.20 0.42  0.25
H: 1.05 -0.05 1.64  0.46



Model 2:
The molecule C5H8N2. Source: OMol25; level of theory: ωB97M-V/def2-TZVPD.

The value obtained for the highest occupied orbital energy is -7.4 eV. The orbital gap comes out at 7.6 eV. The SMILES is C[C@H]1CN1C=C=N.

Last column: Mulliken charge in e.
Atoms and positions in Å:
C: -1.87 -0.93 0.33  -1.37
C: -0.72 -0.17 -0.26  0.23
C: -0.50 1.29 0.04  -0.49
N: 0.32 0.26 0.64  -0.04
C: 1.60 -0.06 0.64  -0.28
C: 2.11 -1.18 -0.14  -0.36
N: 2.47 -0.46 -1.20  -0.33
H: -2.17 -0.53 1.30  0.34
H: -1.60 -1.98 0.46  0.31
H: -2.73 -0.89 -0.34  0.35
H: -0.34 -0.52 -1.22  0.49
H: -0.03 1.90 -0.73  0.29
H: -1.20 1.81 0.69  0.25
H: 2.45 0.58 -1.23  0.16
H: 2.28 0.66 1.09  0.45



Model 3:
The molecule C5H8N2. Source: OMol25; level of theory: ωB97M-V/def2-TZVPD.

The value obtained for the highest occupied orbital energy (spin up / spin down) is -6.9 / -6.9 eV. The orbital gap (spin up / spin down) comes out at 7.5 / 7.5 eV.

Last column: Mulliken charge in e.
Atoms and positions in Å:
C: 1.66 -1.67 -1.25  -0.34
N: 0.98 -1.02 -0.35  0.63
C: 0.18 0.17 -0.75  -0.50
C: -0.56 0.48 0.52  0.43
C: -1.53 1.60 0.70  -1.25
C: -0.07 -0.39 1.42  -0.35
N: 0.87 -1.30 0.94  -1.02
H: -0.38 -0.14 -1.64  0.33
H: 1.38 -1.51 -2.28  0.19
H: 2.35 -2.45 -0.96  0.29
H: 0.86 0.98 -1.06  0.28
H: -1.86 1.67 1.74  0.31
H: -2.42 1.48 0.07  0.29
H: -1.09 2.58 0.43  0.29
H: -0.35 -0.49 2.47  0.43



Unit: kJ/mol. Relative energies: model 1 184.2; model 2 267.0; model 3 0.0.



Model 1:
A structure of composition C5H8N2. Source: OMol25; level of theory: ωB97M-V/def2-TZVPD.

The value obtained for the highest occupied orbital energy (spin up / spin down) is -8.5 / -7.3 eV. The orbital gap (spin up / spin down) comes out at 8.2 / 6.5 eV.

Last column: Mulliken charge in e.
Atoms and positions in Å:
C: 0.12 -1.29 0.85  -0.95
C: -0.02 0.04 0.42  0.49
C: 0.81 1.11 1.09  -1.33
N: 0.50 0.88 -1.68  -0.74
C: -0.63 0.43 -1.04  0.43
C: -1.31 -0.77 -1.60  0.01
N: -1.75 -1.72 -2.09  -0.48
H: -0.90 -0.40 1.19  0.28
H: 0.91 -1.60 1.54  0.27
H: -0.48 -2.09 0.42  0.35
H: 1.84 1.06 0.73  0.30
H: 0.41 2.09 0.84  0.33
H: 0.82 0.98 2.18  0.43
H: 1.04 0.07 -1.99  0.24
H: -1.37 1.21 -0.87  0.37



Model 2:
The molecule C5H8N2. Source: OMol25; level of theory: ωB97M-V/def2-TZVPD.

The value obtained for the highest occupied orbital energy is -6.1 eV. The orbital gap comes out at 6.5 eV.

Last column: Mulliken charge in e.
Atoms and positions in Å:
C: -1.50 -1.23 0.47  -1.06
N: -0.32 -0.61 -0.17  0.06
C: 0.91 -1.15 0.37  -0.64
C: 1.87 -0.01 0.30  -0.30
C: 1.26 1.05 -0.26  -0.49
C: -0.13 0.66 -0.49  0.44
N: -1.14 1.45 -0.87  -0.45
H: -1.96 -0.44 1.08  0.25
H: -2.18 -1.65 -0.26  0.24
H: 0.44 -1.51 1.31  0.38
H: 1.27 -2.04 -0.15  0.24
H: 2.92 -0.06 0.58  0.41
H: 1.66 2.05 -0.44  0.36
H: -2.06 1.04 -0.71  0.33
H: -1.06 2.45 -0.76  0.22



Unit: kJ/mol. Relative energies: model 1 197.9; model 2 0.0.



Model 1:
A cluster of 2 separate species, C5H13N2 in total. Source: OMol25; level of theory: ωB97M-V/def2-TZVPD.

As for the spin multiplicity: 2. The expectation value of S² is 0.78. The value obtained for the highest occupied orbital energy (spin up / spin down) is -8.5 / -9.3 eV. The orbital gap (spin up / spin down) comes out at 9.5 / 8.4 eV.

Last column: Mulliken charge in e.
Atoms and positions in Å:
C: 0.21 -3.40 0.26  -1.08
C: -0.62 -2.17 0.64  -0.45
C: 0.23 -0.93 0.66  -0.24
C: -0.02 0.17 -0.14  0.04
N: 0.50 1.37 -0.18  -0.40
C: 1.56 1.60 0.78  -1.00
N: -1.72 2.91 -1.77  -0.63
H: 1.02 -3.59 0.97  0.32
H: 0.65 -3.31 -0.73  0.33
H: -1.11 -2.32 1.60  0.28
H: -1.34 -2.03 -0.17  0.29
H: 1.05 -1.05 1.37  0.33
H: -0.78 -0.06 -0.90  0.29
H: -1.44 3.26 -2.68  0.20
H: 2.45 0.97 0.69  0.31
H: 1.20 1.43 1.81  0.34
H: 1.89 2.64 0.79  0.29
H: -2.45 3.51 -1.42  0.21
H: -0.43 -4.28 0.28  0.31
H: -0.89 2.84 -1.18  0.25



Model 2:
The molecule C5H13N2. Source: OMol25; level of theory: ωB97M-V/def2-TZVPD.

As for the spin multiplicity: 2. The expectation value of S² is 0.75. The value obtained for the highest occupied orbital energy (spin up / spin down) is -3.3 / -9.9 eV. The orbital gap (spin up / spin down) comes out at 4.1 / 10.6 eV.

Last column: Mulliken charge in e.
Atoms and positions in Å:
N: 0.35 -0.22 -2.02  -0.63
C: 0.30 -0.14 -0.55  0.03
C: 1.07 1.12 0.08  -0.60
C: 0.70 1.34 1.52  -0.25
C: 0.82 0.53 2.60  -0.63
C: -1.16 -0.38 -0.02  -1.28
N: -1.62 -1.67 -0.98  -2.14
H: -1.25 -1.38 -1.88  0.57
H: 0.81 -1.02 -2.37  0.36
H: 0.67 0.55 -2.56  0.17
H: 0.82 -1.04 -0.09  0.10
H: 0.85 2.14 -0.51  0.30
H: 2.12 0.98 -0.07  0.35
H: -0.10 2.06 1.59  0.26
H: 1.48 -0.39 2.61  0.27
H: 0.30 0.87 3.56  0.22
H: -1.26 -0.79 1.01  0.49
H: -1.75 0.52 -0.36  0.33
H: -1.52 -2.63 -0.69  1.24
H: -2.67 -1.51 -1.01  0.83



Unit: kJ/mol. Relative energies: model 1 0.0; model 2 319.1.



Model 1:
The molecule C3H7NOS2. Source: OMol25; level of theory: ωB97M-V/def2-TZVPD.

The value obtained for the highest occupied orbital energy is -8.8 eV. The orbital gap comes out at 9.1 eV. The SMILES is N[C@H](C=O)CSS.

Last column: Mulliken charge in e.
Atoms and positions in Å:
N: -0.94 -1.75 0.57  -0.68
C: 0.05 -0.69 0.32  0.45
C: 0.28 0.06 1.60  -0.14
O: -0.62 0.45 2.29  -0.47
C: -0.52 0.37 -0.70  -0.94
S: 0.38 1.88 -0.87  -0.07
S: 1.68 1.50 -2.43  -0.20
H: -1.71 -1.78 -0.08  0.23
H: -1.40 -1.59 1.45  0.29
H: 0.90 -1.18 -0.15  0.24
H: 1.32 0.39 1.76  0.34
H: -1.52 0.59 -0.35  0.37
H: -0.65 -0.14 -1.66  0.42
H: 2.77 1.90 -1.75  0.16



Model 2:
The molecule C3H7NOS2. Source: OMol25; level of theory: ωB97M-V/def2-TZVPD.

The value obtained for the highest occupied orbital energy is -8.8 eV. The orbital gap comes out at 9.3 eV. The SMILES is N[C@H](C=O)CSS.

Last column: Mulliken charge in e.
Atoms and positions in Å:
N: 1.21 1.94 -0.39  -0.73
C: -0.16 1.43 -0.61  -0.11
C: -0.96 2.63 0.18  0.00
O: -2.16 2.78 0.24  -0.44
C: -0.21 0.10 0.20  -0.61
S: 0.93 -1.22 -0.20  -0.01
S: 0.10 -2.90 0.36  -0.23
H: 1.38 2.05 0.64  0.25
H: 2.06 1.44 -0.76  0.27
H: -0.43 1.29 -1.66  0.45
H: -0.18 3.24 0.67  0.32
H: -1.16 -0.23 -0.27  0.34
H: -0.20 0.33 1.25  0.39
H: -1.09 -3.12 -0.17  0.13



Unit: kJ/mol. Relative energies: model 1 0.0; model 2 109.7.



Model 1:
A cluster of 2 separate species, C3H7NOS2 in total. Source: OMol25; level of theory: ωB97M-V/def2-TZVPD.

The value obtained for the highest occupied orbital energy is -8.4 eV. The orbital gap comes out at 8.4 eV.

Last column: Mulliken charge in e.
Atoms and positions in Å:
C: -0.03 0.92 -0.34  -0.58
C: -1.17 0.13 -0.98  -0.63
C: 0.06 -0.99 0.94  -0.41
N: 0.04 0.30 0.91  -0.14
O: -2.36 -1.82 0.43  -0.60
S: 2.18 -1.47 -0.22  -0.39
S: -1.09 -1.64 -0.28  0.47
H: 0.82 0.70 -1.03  0.19
H: -0.21 2.05 -0.28  0.38
H: -2.15 0.40 -0.91  0.42
H: -0.97 0.01 -2.04  0.36
H: 0.49 -1.31 1.89  0.56
H: 0.46 0.96 1.55  0.29
H: 2.82 -2.44 0.49  0.08



Model 2:
The molecule C3H7NOS2. Source: OMol25; level of theory: ωB97M-V/def2-TZVPD.

The value obtained for the highest occupied orbital energy is -8.3 eV. The orbital gap comes out at 8.7 eV. The SMILES is CSC(=S)N(C)O.

Last column: Mulliken charge in e.
Atoms and positions in Å:
C: 2.40 0.29 0.62  -0.78
C: -0.28 -0.37 -0.03  0.17
C: -1.89 1.49 0.26  -1.00
H: 1.94 0.53 1.53  0.32
H: 3.33 -0.27 0.83  0.33
H: 2.63 1.21 0.06  0.24
H: -2.49 1.36 -0.66  0.33
H: -2.45 0.97 1.04  0.37
H: -1.71 2.49 0.56  0.33
H: 0.32 1.79 -1.39  0.34
N: -0.56 0.95 0.07  0.13
O: 0.33 1.87 -0.43  -0.41
S: 1.38 -0.86 -0.31  -0.04
S: -1.48 -1.53 0.06  -0.33



Unit: kJ/mol. Relative energies: model 1 117.9; model 2 0.0.



Model 1:
The molecule C3H7NO3. Source: OMol25; level of theory: ωB97M-V/def2-TZVPD.

As for the spin multiplicity: 3. The expectation value of S² is 2.01. The value obtained for the highest occupied orbital energy (spin up / spin down) is -8.9 / -10.9 eV. The orbital gap (spin up / spin down) comes out at 9.6 / 9.5 eV.

Last column: Mulliken charge in e.
Atoms and positions in Å:
C: -0.94 0.15 -0.99  -1.14
C: 0.26 -1.01 0.91  -0.61
C: 0.33 0.09 -0.20  0.94
N: 1.47 -0.06 -0.94  -0.21
O: 2.50 0.56 -0.62  -0.23
O: -1.00 -1.09 1.46  -0.52
O: 0.49 1.54 0.60  -0.58
H: -0.70 -0.26 -1.95  0.39
H: -1.18 1.19 -1.19  0.35
H: -1.83 -0.26 -0.47  0.30
H: 1.15 -0.88 1.49  0.33
H: 0.40 -2.04 0.45  0.30
H: -1.31 -0.17 1.49  0.36
H: 0.36 2.25 -0.05  0.32



Model 2:
A cluster of 2 separate species, C3H7NO3 in total. Source: OMol25; level of theory: ωB97M-V/def2-TZVPD.

As for the spin multiplicity: 3. The expectation value of S² is 2.01. The value obtained for the highest occupied orbital energy (spin up / spin down) is -8.2 / -10.4 eV. The orbital gap (spin up / spin down) comes out at 8.7 / 8.6 eV.

Last column: Mulliken charge in e.
Atoms and positions in Å:
C: 0.57 1.94 0.71  -1.01
C: 1.13 -1.76 -0.24  -0.61
C: -0.68 -0.20 -0.35  -0.28
N: -2.00 0.04 -0.06  0.94
O: -2.50 0.85 -0.85  -0.58
O: -2.56 -0.46 0.94  -0.59
O: -0.13 -1.27 0.30  -0.25
H: 0.91 1.51 1.59  0.36
H: -0.06 2.80 0.80  0.36
H: 1.24 1.94 -0.11  0.34
H: 1.90 -1.63 0.55  0.28
H: 1.47 -1.08 -1.20  0.26
H: 0.98 -2.73 -0.77  0.29
H: -0.31 0.03 -1.31  0.50



Unit: kJ/mol. Relative energies: model 1 0.0; model 2 308.6.